Entry 1:
{"formula": "C6H9N3", "method": "the ωB97M-V functional and the def2-TZVPD basis", "orbital_gap_ha": 0.43793, "e_above_lowest_kcal_mol": 7.9, "smiles": "CC#N.CC#N.CC#N", "lumo_ha": 0.019, "homo_energy_ev": -11.39, "species": ["C", "C", "N", "H", "H", "H", "C", "C", "N", "H", "H", "H", "C", "C", "N", "H", "H", "H"], "positions_angstrom": [[-3.25983, 0.13943, -2.89702], [-2.06391, -0.23511, -3.65544], [-1.12107, -0.52835, -4.24635], [-3.39151, -0.36543, -1.94784], [-4.11715, -0.09613, -3.53099], [-3.18922, 1.22258, -2.79654], [-0.58223, -1.26233, 1.46210], [-1.83967, -0.77218, 0.89634], [-2.80639, -0.36515, 0.44393], [-0.31917, -0.74109, 2.37929], [0.21191, -1.06282, 0.74497], [-0.66845, -2.32693, 1.66414], [4.20864, 1.35516, 1.74264], [3.18667, 0.45100, 2.23594], [2.37413, -0.24738, 2.64536], [3.76475, 2.33093, 1.53637], [4.64149, 0.96016, 0.82684], [4.97103, 1.54362, 2.49626]], "forces_ev_per_angstrom": [[-0.016, 0.271, -1.020], [0.315, -0.540, 0.270], [-0.303, 0.152, 0.149], [0.380, 0.051, 0.140], [-0.057, 0.123, 0.086], [-0.322, -0.042, 0.385], [-0.136, 0.158, -0.177], [0.711, -0.147, 0.469], [-0.598, 0.176, -0.286], [-0.138, 0.023, 0.020], [0.054, -0.198, 0.019], [0.121, -0.031, -0.045], [-0.016, 0.512, -0.070], [-0.085, -0.056, 0.233], [-0.027, -0.038, -0.058], [-0.097, -0.128, -0.145], [0.129, 0.028, 0.049], [0.086, -0.315, -0.020]]}


Entry 2:
{"formula": "C24H21IrN10O4SSe", "method": "the ωB97M-V functional and the def2-TZVPD basis", "orbital_gap_ha": [0.23773, 0.23778], "e_above_lowest_kcal_mol": 29.4, "lumo_ha": [-0.235, -0.235], "homo_energy_ev": [-12.87, -12.87], "total_charge": 2, "species": ["Ir", "C", "O", "C", "O", "N", "N", "H", "H", "H", "H", "H", "H", "Se", "N", "C", "C", "C", "C", "C", "N", "C", "C", "N", "C", "C", "C", "C", "C", "N", "H", "H", "H", "H", "H", "H", "N", "C", "C", "C", "C", "C", "C", "S", "O", "O", "N", "C", "N", "C", "C", "C", "N", "H", "H", "H", "H", "H", "H", "H", "H", "H"], "positions_angstrom": [[1.15071, 0.58602, -0.14084], [1.72875, 3.74684, 3.40147], [1.21426, 4.04877, 2.07078], [1.35103, 3.14469, 1.15506], [1.90484, 2.03840, 1.29563], [0.86899, 3.48655, -0.04367], [0.98215, 2.55052, -1.08409], [1.38562, 4.56306, 4.02375], [2.81376, 3.71533, 3.37107], [1.32739, 2.79799, 3.74447], [0.48327, 4.40323, -0.21629], [1.68353, 2.82971, -1.76703], [0.06758, 2.42920, -1.56145], [4.75346, -5.84975, -1.98153], [3.63354, -4.79522, -2.86264], [3.37701, -3.78188, -2.07990], [2.48520, -2.68327, -2.45326], [1.81346, -2.60066, -3.67018], [1.01527, -1.50559, -3.91764], [0.88581, -0.51560, -2.95241], [1.51308, -0.59171, -1.77565], [2.30521, -1.66419, -1.53099], [2.98102, -1.65977, -0.26150], [2.74323, -0.58107, 0.50999], [3.31174, -0.49638, 1.71603], [4.15420, -1.49321, 2.18824], [4.41150, -2.59614, 1.39967], [3.81999, -2.68550, 0.13998], [4.03028, -3.78709, -0.79761], [4.80875, -4.80591, -0.55015], [1.94370, -3.38942, -4.40063], [0.48309, -1.40315, -4.85261], [0.27733, 0.35510, -3.11547], [3.09339, 0.38950, 2.29277], [4.59946, -1.39075, 3.16756], [5.06036, -3.39468, 1.73606], [-5.93477, 0.58624, 3.82365], [-4.85266, 0.33284, 3.05677], [-4.75000, -0.87952, 2.34740], [-3.64392, -1.14981, 1.58486], [-2.61220, -0.20831, 1.51502], [-2.70209, 1.01035, 2.19768], [-3.81305, 1.28227, 2.95088], [-1.21614, -0.58393, 0.63395], [-1.32822, -1.84370, -0.02717], [0.01181, -0.39427, 1.47445], [-0.88670, 0.65540, -0.42293], [-1.71726, 0.82795, -1.54048], [-1.28470, 1.70348, -2.45540], [-2.08760, 1.90238, -3.51264], [-3.29205, 1.25338, -3.65279], [-3.65446, 0.40711, -2.61383], [-2.88009, 0.20117, -1.55070], [-6.64993, -0.10619, 3.95150], [-5.99905, 1.42464, 4.37077], [-5.55196, -1.60380, 2.41615], [-3.55854, -2.07773, 1.03583], [-1.89803, 1.73363, 2.13293], [-3.89713, 2.22224, 3.48194], [-1.73650, 2.60389, -4.26081], [-3.92888, 1.41239, -4.50971], [-4.59784, -0.12605, -2.62431]], "forces_ev_per_angstrom": [[0.459, 0.668, -0.242], [0.026, -0.043, 0.001], [0.095, 0.038, 0.067], [0.310, -0.064, -0.063], [-0.918, -0.243, 1.017], [-0.183, 0.289, -0.231], [0.610, -0.834, -0.270], [-0.012, 0.031, -0.007], [0.019, 0.021, -0.034], [-0.043, -0.015, -0.016], [-0.050, -0.028, -0.114], [0.107, 0.152, 0.118], [0.003, 0.176, -0.405], [0.077, -0.159, -0.048], [0.009, -0.016, 0.041], [-0.102, 0.188, 0.044], [0.146, -0.128, -0.036], [0.050, -0.119, -0.097], [0.055, 0.106, -0.041], [0.230, -0.234, -0.003], [-1.201, -0.459, 0.055], [0.075, 0.191, -0.105], [-0.031, 0.119, 0.078], [0.579, 0.577, 0.402], [0.081, -0.110, -0.141], [-0.022, -0.008, 0.007], [0.054, -0.082, -0.001], [0.106, -0.218, -0.018], [-0.088, 0.158, 0.065], [-0.025, -0.005, -0.041], [-0.044, 0.012, 0.020], [0.018, 0.024, 0.003], [-0.103, 0.039, -0.007], [-0.032, -0.028, -0.007], [-0.008, -0.004, -0.013], [0.012, 0.024, -0.002], [0.096, -0.009, -0.085], [-0.108, 0.021, 0.088], [-0.036, -0.057, -0.008], [0.011, 0.052, 0.000], [-0.035, -0.041, 0.365], [-0.039, -0.068, 0.023], [0.010, 0.062, 0.032], [-0.308, 0.156, -0.921], [0.088, -0.111, 0.156], [0.525, -0.177, -0.296], [-0.562, -0.022, -0.017], [0.348, 0.368, 0.698], [-0.236, 0.023, -0.081], [0.229, 0.087, 0.084], [-0.073, -0.039, 0.027], [0.038, -0.048, 0.180], [-0.195, -0.242, -0.292], [-0.023, -0.010, -0.007], [-0.003, 0.024, 0.013], [0.018, 0.010, -0.011], [-0.004, 0.013, 0.027], [-0.018, -0.016, 0.001], [0.008, -0.019, -0.008], [0.010, 0.011, 0.044], [0.012, -0.003, 0.011], [-0.012, 0.021, 0.002]]}


Entry 3:
{"formula": "C2H5NO", "method": "the ωB97M-V functional and the def2-TZVPD basis", "orbital_gap_ha": 0.39145, "e_above_lowest_kcal_mol": 62.9, "lumo_ha": 0.033, "homo_energy_ev": -9.76, "species": ["C", "C", "N", "O", "H", "H", "H", "H", "H"], "positions_angstrom": [[-1.49819, 0.09070, 0.38510], [0.71564, -0.30299, -0.21944], [-0.42261, 0.52520, -0.08919], [1.85826, 0.28899, 0.24836], [-2.34014, 0.76590, 0.40749], [-1.64298, -0.91909, 0.77152], [0.84832, -0.34265, -1.65124], [0.64593, -1.32363, 0.16286], [1.83578, 1.21757, -0.01545]], "forces_ev_per_angstrom": [[-0.137, -0.134, 0.045], [0.539, -0.199, -4.774], [0.022, 0.651, 0.086], [0.358, 0.188, 0.574], [-0.270, 0.080, 0.143], [0.064, -0.190, -0.059], [-0.526, -0.384, 3.947], [-0.027, 0.040, 0.005], [-0.024, -0.053, 0.033]]}


Entry 4:
{"formula": "C7H8O4", "method": "the ωB97M-V functional and the def2-TZVPD basis", "orbital_gap_ha": 0.40297, "e_above_lowest_kcal_mol": 132.8, "lumo_ha": 0.019, "homo_energy_ev": -10.45, "species": ["C", "C", "C", "C", "C", "C", "C", "H", "H", "H", "H", "H", "H", "H", "H", "O", "O", "O", "O"], "positions_angstrom": [[-3.72648, -0.42691, 0.03149], [-1.28241, -0.49207, -0.07229], [-0.13185, 0.37910, -0.43415], [0.92129, 0.17810, 0.60919], [2.97055, -0.84651, -0.07794], [3.23288, 0.62355, -0.10346], [2.11842, 1.23150, 0.29194], [-3.82711, -1.19618, -0.50086], [-4.41021, 0.16460, -0.28129], [-3.59923, -0.55270, 1.03320], [-0.33208, 1.31043, -0.48725], [-0.02152, 0.09914, -1.39369], [0.67976, -0.03258, 1.43590], [4.33834, 1.16898, -0.30249], [1.69515, 2.54413, 0.39466], [-2.53721, 0.17435, -0.36122], [-1.40729, -1.52911, 0.33501], [1.63142, -1.08971, 0.23563], [3.68760, -1.70810, -0.35235]], "forces_ev_per_angstrom": [[5.151, 1.973, 2.756], [-4.643, 7.279, -2.651], [-0.322, -5.131, 3.971], [8.002, 1.582, -14.557], [-2.805, 2.122, 0.472], [2.000, 2.290, 0.426], [-3.309, 3.089, 1.400], [-0.954, -7.105, -3.519], [-4.845, 4.396, -1.246], [-0.842, -0.875, 2.953], [-2.218, 6.492, -0.046], [1.975, -1.224, -3.356], [-3.804, -1.659, 11.926], [-3.474, -1.906, 0.336], [2.000, -4.392, -0.384], [3.654, 2.363, -1.244], [1.242, -7.593, 3.206], [0.745, 1.051, 0.313], [2.447, -2.753, -0.756]]}